# 1
The following is a quantum chemistry calculation of a single C6H11N molecule at a distorted geometry, from the Open Molecules 2025 dataset.

Properties
- SMILES string: C/C=C(C)/C=C\N
- E_HOMO: -7.30 eV
- LUMO energy: 1.0357 eV
- Energy above the lowest of the compared OMol25 structures with the same formula, charge and spin: 31.2 kcal per mole
- E: -289.92197 hartree

ORCA input file:
```
! wB97M-V def2-TZVPD RIJCOSX def2/J DEFGRID3
* xyz 0 1
H 2.18604 -1.50923 -0.26783
N -2.05957 1.26299 0.74867
H -1.15911 1.63315 2.56400
C -0.99288 1.11172 1.62672
H 0.17805 -1.07981 -2.30565
H 1.42472 -1.95575 1.27230
H -2.95640 1.38907 1.19572
H 1.55853 -0.00251 -2.49089
H 0.59925 0.00365 2.45629
C 1.23852 -1.58742 0.26564
C 0.53350 -0.25960 0.30464
H -0.07671 0.54975 -2.90831
C 0.03027 0.21887 1.56063
C 0.50592 -0.04442 -2.20349
H 0.11710 1.53624 -0.74399
H -2.06720 0.58628 -0.00352
C 0.30869 0.47561 -0.81398
H 0.63127 -2.32859 -0.25694
*
```



# 2
The following is a quantum chemistry calculation of a molecular structure, C24H44LiN2O16 at a distorted geometry, from the Open Molecules 2025 dataset.

Properties
- E_HOMO: -11.73 eV
- LUMO energy: -2.2930 eV
- Energy above the lowest of the compared OMol25 structures with the same formula, charge and spin: 18.3 kcal per mole
- E: -2261.12764 hartree

ORCA input file:
```
! wB97M-V def2-TZVPD RIJCOSX def2/J DEFGRID3
* xyz 1 1
H -1.71583 -3.42757 0.82446
O -2.02983 2.75943 -4.62254
C 2.47817 -0.09757 3.31246
O 3.41417 0.44643 4.08546
O 0.26417 0.31143 -0.06154
C 3.99817 -0.49257 4.89746
N -0.52383 -3.51457 -1.01454
O 2.29717 2.06143 -3.33354
O -1.85383 0.83643 0.12046
O -3.49383 -3.03957 -3.29454
C -4.16483 -2.00357 -3.87254
H -0.58783 -5.68357 0.99546
H 4.97417 1.03043 6.32546
H 2.70517 4.89843 -6.10054
H -2.35283 -1.85857 -2.15954
C -1.34383 0.79543 -3.23554
C 0.25417 0.90143 6.31946
C -2.05583 3.97843 -4.31054
C 1.52117 3.76443 -4.56054
C -2.33283 3.02943 -2.37354
H 1.90617 1.54843 -5.42254
O 2.26117 -1.38557 3.77746
H -2.47483 -4.41457 -1.15954
O 1.26717 3.93043 -3.17554
H -0.60983 3.73843 5.76046
O -2.45183 4.23343 -3.12054
C 0.17817 -4.83357 -0.84554
H -2.51583 1.83043 5.61746
H 4.93917 -0.91057 4.43246
C 0.44817 -2.75057 -1.69954
H -1.77983 -2.12757 -3.28254
H 1.25217 -4.82257 -0.52654
H -1.48283 -4.70157 -2.57654
H -4.23483 -1.08157 -3.02154
C 2.34017 4.91643 -5.07354
H 0.74817 -3.13957 -2.81054
C -0.53683 -5.92457 0.06646
C 1.81517 2.91343 -2.46854
H -3.34483 3.02043 -1.62254
H -1.53983 -1.91657 0.14746
H -1.63083 0.24643 -2.35254
C -0.14283 2.84143 5.40846
H 0.62317 3.21143 4.73146
N -0.65283 0.99443 0.51846
C -2.27983 -2.63557 -2.61354
H 3.39617 -2.63357 4.91246
H 1.59817 5.78843 -5.03354
H -1.42783 3.14943 -1.68154
H 0.03617 -1.64157 -1.87654
H -3.68283 -1.25357 -4.45654
H 3.38717 2.47543 -4.87754
O 1.67917 0.34343 2.52046
C -1.72183 -3.87457 -1.90654
C 0.21517 -2.73857 1.40146
H 3.18017 5.04043 -4.48354
H 2.17617 -1.36757 5.87046
O 1.49817 2.75843 -1.25654
H 0.75917 3.91643 -5.32354
H -1.29083 0.19743 -4.05354
O -1.67583 4.92143 -5.13054
H -0.43683 -2.42657 2.33146
H 4.98517 -0.59557 6.95246
H 0.56817 -5.04357 -1.79654
C -0.87283 1.88343 4.49346
H -0.38983 1.60043 3.62446
C -2.36683 1.85343 4.51346
Li 1.58717 1.95943 0.59746
C -2.30483 1.97443 -3.44454
C 4.30317 0.04943 6.35346
O 0.35417 2.12143 6.56646
O -0.39783 0.69643 5.12846
H 1.45017 -2.41357 -1.23254
H -2.82683 2.71843 4.02746
O 0.56417 0.03743 7.19046
H -3.25483 1.67143 -3.85754
C 2.38217 2.47143 -4.69054
C 2.99117 -1.63357 4.92046
H -0.34983 1.09243 -3.10754
C -0.95283 -2.91957 0.32446
H 0.78417 -1.97457 1.12546
O -0.28283 2.13743 0.96946
H -4.98883 -2.33757 -4.36754
H 3.35317 0.32143 6.79646
H -2.83883 1.06343 4.04046
H 0.07117 -6.78457 0.04746
H 0.72417 -3.81157 1.63146
H -1.53383 -6.26857 -0.39254
*
```



# 3
The following is a quantum chemistry calculation of a single C15H22O molecule at a distorted geometry, from the Open Molecules 2025 dataset.

Properties
- SMILES string: C=CCCC(=O)C1=CC2(CCCC2)CCC1
- E_HOMO: -9.29 eV
- LUMO energy: 0.4812 eV
- Energy above the lowest of the compared OMol25 structures with the same formula, charge and spin: 12.0 kcal per mole
- E: -659.95515 hartree

ORCA input file:
```
! wB97M-V def2-TZVPD RIJCOSX def2/J DEFGRID3
* xyz 0 1
H 3.18557 -1.01511 -1.65492
H 3.94616 -0.77882 0.58019
C -3.01583 -0.54835 2.41429
H 1.75704 2.45691 -0.97462
H -1.80396 0.05494 -2.86804
H -3.30213 0.08918 5.86187
C 1.47840 0.35274 -1.42213
C 0.99398 0.47149 -2.89517
C 2.36147 1.56502 -1.15356
H 4.29411 1.41914 -0.30270
H 1.88782 0.47112 -3.52630
H 0.48378 1.40517 -3.05750
C 2.39730 -0.77917 -0.92952
C 3.03899 -0.21530 0.30485
C -1.82562 -0.08454 1.53632
H 2.37759 -0.29458 1.18282
C -0.91693 -0.18472 -0.89936
H -3.88808 0.04746 2.20630
O -3.16754 -0.52843 -0.41331
H -0.95424 -0.65619 1.78284
C -2.65439 -0.53344 3.89734
H 3.10562 1.90173 0.82429
C -1.14763 -0.65432 -2.35739
H 2.97076 1.76860 -2.06695
H -1.57125 -1.66157 -2.36337
C 0.31149 0.31561 -0.48309
H -1.75608 -1.04982 4.20761
H -4.48049 0.51117 4.47079
C 0.16142 -0.74432 -3.15541
C 3.27338 1.23648 -0.00878
H 0.68857 -1.65696 -2.91214
C -3.50844 0.05510 4.79605
H -3.25909 -1.58019 2.11855
H 1.82364 -1.74659 -0.74185
H -0.11246 -0.83656 -4.21572
C -2.04655 -0.26936 0.01634
H 0.43656 0.72964 0.49192
H -1.56292 0.96685 1.70947
*
```



# 4
The following is a quantum chemistry calculation of 11 unconnected molecules or ions with the total composition C19H40Cl20N2O2P at a distorted geometry, from the Open Molecules 2025 dataset.

Properties
- <S²>: 0.7539
- E_HOMO (spin up / spin down): -7.94 / -7.94 eV
- LUMO energy (spin up / spin down): 0.2921 / 0.2766 eV
- E: -10553.06372 hartree

ORCA input file:
```
! wB97M-V def2-TZVPD RIJCOSX def2/J DEFGRID3
* xyz 0 2
C 4.46744 -3.08483 2.61102
H -0.24583 -1.62608 -0.79615
C -0.26926 -3.60792 -5.94761
H -0.08869 -0.75471 -2.96159
O -1.14317 -1.96682 -0.68455
H -3.96633 -1.98333 -2.73726
H 1.68129 -0.17773 3.62606
Cl 0.40149 3.53162 -0.07816
H -2.98844 -3.19298 -2.22849
C -1.10314 -1.02172 -3.25252
H -0.84424 1.44674 -7.16167
C -3.04836 -0.94369 5.19656
C 1.32623 -2.28467 -4.63043
Cl -4.39431 5.66745 1.24235
Cl 1.31536 -2.08542 1.01367
C 0.50403 0.95868 -5.16870
H -0.17532 -4.42568 -5.24156
H 0.74049 1.42669 8.70839
Cl 2.20900 2.37448 7.13966
C -2.68288 5.22460 1.20116
H -2.19016 1.63097 -6.05599
H 4.19593 -2.15751 2.12150
P -2.14573 -1.11770 -1.70869
Cl 5.63520 -6.89418 6.50823
Cl 1.48867 -0.44419 7.50173
H 1.32202 -2.77175 -3.66070
Cl 1.57838 3.65957 -2.75404
Cl -0.56833 5.88224 4.01946
H 0.68509 7.86806 4.06265
Cl -1.77782 6.22751 0.05774
Cl -0.09626 1.34687 3.86672
C 1.14759 4.56468 -1.29708
H -5.34718 0.40255 -0.10747
Cl 2.56640 1.81988 2.76419
H -2.65220 -0.16228 -4.51230
H -2.09085 0.24042 -7.18478
C -1.61825 0.02470 -4.23113
H 2.04762 4.99881 -0.87918
C -0.11334 -2.29072 -5.15645
H 1.74643 -1.29759 -4.47786
H 2.44154 1.03697 9.05619
H 1.99774 -2.85043 -5.26083
C 0.24900 -2.43108 2.38348
Cl 5.00294 -4.24045 1.38828
Cl -4.28071 1.35447 -1.97075
H 3.61126 -3.49721 3.13157
H -0.55565 -3.07269 2.04563
C -0.73331 0.11377 -5.48108
Cl -3.65701 1.71297 0.86239
N -0.43769 -1.19846 -6.08377
H 5.72903 -5.06476 5.03146
N -3.38271 -2.29121 -1.96605
H 7.30306 -5.40218 5.77886
H -0.66209 7.94755 2.90248
H -2.59872 4.18844 0.89667
O 0.31335 -1.14435 -7.11305
H 0.23503 2.00249 -5.26269
H -3.49205 -1.90979 5.40159
H -5.68384 2.14406 -0.25942
H -2.11016 -2.43302 -4.44656
Cl -1.33332 8.50080 5.08587
H -3.80548 -0.16945 5.20822
C -4.92391 1.37549 -0.32765
Cl 1.12226 -3.23996 3.69174
Cl -2.31551 -0.99368 3.58909
Cl 6.91477 -6.73635 3.88193
H 1.29334 0.76698 -5.88543
H -0.89365 -3.19507 -3.36100
Cl 5.74459 -2.74948 3.79295
H -0.15042 -1.49929 2.76099
H 0.44286 5.34189 -1.56696
H 1.99335 1.02046 4.90391
C 1.60732 0.86797 3.90162
C -1.54312 0.90834 -6.53259
H -2.25894 5.36389 2.18798
C 6.42347 -5.84094 5.32381
C 1.69064 1.13003 8.28152
H 0.87820 0.81353 -4.16290
H -1.60074 1.00824 -3.77121
Cl -1.85476 -0.58871 6.44759
H -1.25777 -3.63741 -6.39197
C -1.11571 -2.36599 -4.01884
H 0.50374 -3.68564 -6.69444
C -0.35881 7.63425 3.89466
*
```



# 5
The following is a quantum chemistry calculation of a molecular structure, C13H36F3O9S7Zn at a distorted geometry, from the Open Molecules 2025 dataset.

Properties
- E_HOMO: -11.36 eV
- LUMO energy: -1.8652 eV
- Energy above the lowest of the compared OMol25 structures with the same formula, charge and spin: 0.0 kcal per mole
- E: -6060.02232 hartree

ORCA input file:
```
! wB97M-V def2-TZVPD RIJCOSX def2/J DEFGRID3
* xyz 1 1
H 2.64355 -2.38840 -1.73044
C 1.75585 1.06849 2.52225
O 1.36919 -3.81282 0.24110
H -0.31627 3.68042 -3.42828
H -1.30490 -3.08321 3.30638
O -0.04680 2.07016 0.89241
O 1.59081 2.88183 -1.64409
S 0.46842 -1.80146 4.19493
H -4.40880 -0.53724 -0.81004
F 2.75796 1.35111 -3.92316
H -1.60664 -1.05286 -5.24962
H -4.23993 1.00472 0.05387
O -0.72627 -0.98590 4.56114
H -0.68713 1.99032 -3.92449
H -1.15770 -2.70321 -4.81088
F 4.07275 0.21118 -2.70384
H -0.52007 -3.35097 5.55928
C 3.27680 -1.97028 1.00009
H -3.47629 4.71702 -3.31104
Zn -0.36574 1.05414 -0.82972
S -2.31779 2.74473 -2.46061
H 3.21999 -4.05376 -2.11422
C -2.86545 4.51124 -2.41552
H -1.53492 -1.96472 -1.54247
H 0.23402 -3.62191 2.52641
C 3.45318 1.36829 -2.80900
H -3.39668 4.68938 -1.51246
O -1.48637 2.60542 -1.18842
H 1.18776 -3.79036 5.55444
H -1.61049 3.40841 -4.60490
H 1.03730 0.77527 3.23264
O 1.42923 0.40627 -1.53278
H -5.12508 -0.35561 0.76553
H 4.35309 -2.77856 -1.49275
H -2.23401 1.43241 2.21396
H 1.16263 3.28205 3.84884
H 2.74122 1.21550 3.00079
C -0.62946 -2.34217 -1.96227
S 2.29962 1.62649 -1.34466
H -0.82563 -3.25341 -2.54464
S 2.88520 -3.64126 0.29493
H 4.40171 -1.98348 0.95112
O -1.50526 -0.39583 0.00974
H -2.37160 -1.88312 -3.86622
C -4.28835 -0.05858 0.14568
O 3.13033 1.58620 -0.14084
C -0.35695 -2.76728 2.86815
H -0.56014 -2.17264 2.01682
S -0.20836 -1.11534 -3.26859
C 0.46262 -2.96216 5.57242
C 3.32906 -3.18120 -1.49385
C -2.73848 0.46540 2.35736
H -3.81031 0.54724 2.59120
H -2.26245 -0.05765 3.19961
H 0.16243 4.34089 2.80269
H 0.54718 -2.38927 6.48997
F 4.34060 2.35465 -2.84911
C 0.38449 3.32734 3.10659
H -0.50444 2.76847 3.50294
H -1.94802 5.11440 -2.47190
C -1.44043 -1.70622 -4.40656
O -1.08778 0.08789 -2.75782
H 1.85744 0.29177 1.76891
H 2.87293 -2.04425 2.02426
S -2.70750 -0.68260 0.91047
H 2.93075 -1.16539 0.36033
C -1.08536 2.98765 -3.78690
S 1.22119 2.55492 1.69586
H 0.17852 -2.46857 -1.21097
*
```